Record 1
Density functional theory data (the ωB97M-V functional and the def2-TZVPD basis) for a molecular structure, C37H98NNbO12P in a non-equilibrium geometry.

Each line ends with the Löwdin charge.
Atoms and positions in Å:
C1 -9.41 0.11 3.07  -0.13
C2 -8.34 0.39 2.00  -0.32
C3 -6.93 0.67 2.55  -0.46
C4 -6.96 1.66 3.72  -0.18
Nb1 -6.04 -1.38 3.00  1.27
C5 -6.30 -2.27 0.91  -0.38
C6 -6.37 -1.20 -0.20  -0.33
C7 -5.82 -1.63 -1.57  -0.21
C8 -5.38 -0.45 -2.46  -0.21
C9 -3.85 -0.29 -2.62  -0.19
C10 -3.25 0.95 -1.94  -0.21
C11 -2.47 1.93 -2.81  -0.22
C12 -1.24 1.35 -3.50  -0.22
C13 -0.10 0.98 -2.56  -0.21
C14 1.26 0.72 -3.23  -0.19
C15 2.42 1.02 -2.26  -0.17
C16 3.21 -0.21 -1.85  -0.23
O1 3.95 -0.68 -2.98  -0.20
C17 4.76 -1.79 -2.71  -0.13
C18 -6.00 -1.49 5.22  -0.38
C19 -5.13 -0.36 5.79  -0.29
C20 -5.64 0.31 7.06  -0.24
O2 -5.10 -0.30 8.23  -0.19
C21 -4.57 0.61 9.16  -0.15
P1 -3.61 -0.49 2.37  0.37
N1 -2.52 -0.82 3.46  -0.26
O3 -3.12 -0.98 0.88  -0.28
O4 -3.54 1.12 2.07  -0.27
H1 -9.17 -0.80 3.63  0.04
H2 -9.50 0.95 3.77  0.06
H3 -10.40 -0.03 2.61  0.06
H4 -8.66 1.25 1.40  0.11
H5 -8.33 -0.47 1.32  0.06
H6 -6.39 1.20 1.74  0.05
H7 -5.97 2.08 3.93  0.06
H8 -7.32 1.21 4.65  0.05
H9 -7.62 2.52 3.50  0.07
H10 -4.88 -2.81 3.04  -0.06
H11 -7.43 -2.53 3.24  -0.07
H12 -5.51 -2.99 0.69  0.01
H13 -7.23 -2.86 0.92  0.01
H14 -5.83 -0.28 0.09  0.07
H15 -7.42 -0.91 -0.33  0.09
H16 -6.60 -2.21 -2.08  0.10
H17 -4.98 -2.32 -1.41  0.09
H18 -5.81 0.47 -2.05  0.09
H19 -5.83 -0.56 -3.46  0.09
H20 -3.59 -0.29 -3.69  0.10
H21 -3.37 -1.18 -2.19  0.10
H22 -4.04 1.49 -1.40  0.11
H23 -2.56 0.61 -1.16  0.09
H24 -2.14 2.74 -2.14  0.11
H25 -3.11 2.42 -3.57  0.09
H26 -0.91 2.06 -4.26  0.11
H27 -1.51 0.42 -4.04  0.11
H28 0.03 1.76 -1.79  0.11
H29 -0.41 0.08 -2.01  0.12
H30 1.33 1.30 -4.15  0.11
H31 1.34 -0.33 -3.53  0.11
H32 3.14 1.74 -2.66  0.11
H33 1.99 1.43 -1.34  0.10
H34 3.88 0.03 -1.03  0.10
H35 2.52 -0.99 -1.52  0.11
H36 4.54 -2.23 -1.72  0.08
H37 4.60 -2.57 -3.47  0.10
H38 5.82 -1.50 -2.72  0.08
H39 -5.65 -2.47 5.54  0.03
H40 -7.04 -1.43 5.59  0.03
H41 -4.97 0.43 5.04  0.06
H42 -4.14 -0.78 5.99  0.10
H43 -6.74 0.22 7.12  0.11
H44 -5.40 1.38 7.06  0.11
H45 -5.31 1.39 9.42  0.08
H46 -4.34 0.04 10.06  0.08
H47 -3.65 1.10 8.80  0.09
H48 -2.06 -0.02 3.87  -0.05
H49 -2.96 -1.93 0.95  0.04
H50 -4.25 1.40 1.48  0.02
C22 6.12 -0.13 -5.59  -0.08
C23 6.77 1.20 -5.25  -0.32
O5 5.98 2.32 -5.64  -0.08
H51 5.94 -0.21 -6.66  0.08
H52 6.77 -0.96 -5.29  0.05
H53 5.17 -0.23 -5.07  0.06
H54 7.72 1.31 -5.76  0.09
H55 6.96 1.24 -4.17  0.11
H56 5.13 2.24 -5.19  0.07
C24 2.99 2.42 1.83  -0.07
C25 4.44 2.14 1.43  -0.31
O6 4.58 1.93 0.03  -0.10
H57 2.36 1.59 1.51  0.06
H58 2.88 2.56 2.90  0.07
H59 2.64 3.33 1.33  0.07
H60 4.78 1.22 1.90  0.11
H61 5.10 2.95 1.74  0.09
H62 4.31 2.73 -0.43  0.06
C26 1.53 -2.90 1.03  -0.08
C27 1.94 -1.54 1.55  -0.32
O7 1.09 -0.48 1.08  -0.10
H63 1.53 -2.91 -0.06  0.06
H64 2.22 -3.66 1.39  0.05
H65 0.52 -3.17 1.36  0.08
H66 2.94 -1.27 1.21  0.10
H67 1.95 -1.55 2.65  0.10
H68 0.19 -0.68 1.38  0.08
C28 5.65 7.14 -0.21  -0.09
C29 5.62 5.75 0.41  -0.33
O8 5.68 4.71 -0.56  -0.08
H69 4.83 7.25 -0.92  0.08
H70 5.56 7.91 0.55  0.07
H71 6.59 7.30 -0.75  0.07
H72 4.68 5.59 0.93  0.11
H73 6.42 5.65 1.14  0.11
H74 6.51 4.78 -1.04  0.09
C30 3.66 -4.97 5.29  -0.09
C31 3.83 -4.52 3.85  -0.33
O9 3.67 -3.11 3.70  -0.08
H75 2.68 -4.68 5.66  0.08
H76 3.76 -6.06 5.36  0.07
H77 4.42 -4.52 5.93  0.07
H78 3.07 -4.96 3.22  0.10
H79 4.81 -4.83 3.47  0.11
H80 4.33 -2.66 4.23  0.08
C32 9.37 -1.65 -3.67  -0.08
C33 9.61 -1.46 -5.15  -0.32
O10 9.80 -0.09 -5.50  -0.09
H81 8.52 -1.04 -3.36  0.06
H82 9.16 -2.69 -3.43  0.06
H83 10.24 -1.34 -3.09  0.08
H84 8.72 -1.75 -5.71  0.10
H85 10.44 -2.07 -5.51  0.11
H86 10.59 0.25 -5.07  0.08
C34 7.00 -2.72 -0.32  -0.08
C35 6.95 -3.81 -1.37  -0.32
O11 8.24 -4.29 -1.74  -0.09
H87 7.60 -1.88 -0.67  0.08
H88 5.99 -2.35 -0.09  0.06
H89 7.43 -3.10 0.61  0.07
H90 6.52 -3.43 -2.30  0.08
H91 6.31 -4.64 -1.03  0.11
H92 8.66 -4.67 -0.96  0.08
C36 -7.34 2.01 -5.42  -0.09
C37 -6.76 3.15 -4.61  -0.33
O12 -5.99 2.71 -3.50  -0.08
H93 -7.95 1.37 -4.78  0.08
H94 -7.95 2.38 -6.24  0.07
H95 -6.54 1.40 -5.84  0.07
H96 -7.56 3.76 -4.17  0.11
H97 -6.17 3.81 -5.26  0.11
H98 -5.27 2.17 -3.83  0.05

Computed properties:
Net charge = -1
M = 873.07 g/mol
HOMO level = -4.5 eV
Frontier orbital gap = 6.341 eV
LUMO level = 1.80 eV
E = -2824.27764 Eh


Record 2
Density functional theory data (the ωB97M-V functional and the def2-TZVPD basis) for 10 unconnected molecules or ions with the total composition C37H99N11O17 in a non-equilibrium geometry.

Each line ends with the Löwdin charge.
Atoms and positions in Å:
C1 -0.98 -4.81 -7.64  -0.12
O1 -1.82 -4.73 -6.50  -0.19
C2 -1.61 -3.60 -5.69  -0.22
C3 -2.83 -3.43 -4.71  -0.18
N1 -2.69 -4.21 -3.50  -0.05
C4 -1.80 -3.57 -2.48  -0.20
C5 -1.61 -4.36 -1.18  -0.20
O2 -1.07 -5.69 -1.36  -0.19
C6 0.32 -5.60 -1.81  -0.08
H1 0.00 -5.20 -7.36  0.08
H2 -0.87 -3.90 -8.24  0.08
H3 -1.39 -5.59 -8.28  0.08
H4 -1.63 -2.71 -6.33  0.09
H5 -0.59 -3.59 -5.30  0.11
H6 -3.62 -3.90 -5.29  0.12
H7 -2.83 -2.37 -4.46  0.10
H8 -2.22 -5.10 -3.65  0.10
H9 -2.15 -2.56 -2.30  0.10
H10 -0.78 -3.52 -2.86  0.09
H11 -2.50 -4.51 -0.57  0.12
H12 -0.94 -3.75 -0.56  0.09
H13 0.44 -5.28 -2.84  0.07
H14 0.64 -6.64 -1.68  0.08
H15 0.95 -5.10 -1.08  0.08
C7 1.75 -0.86 3.82  -0.08
O3 1.82 0.02 4.95  -0.22
C8 0.61 0.18 5.71  -0.18
C9 0.69 -0.95 6.79  -0.21
N2 1.33 -0.51 8.02  -0.05
C10 0.95 -1.38 9.10  -0.24
C11 1.76 -1.13 10.37  -0.23
O4 3.10 -1.51 10.10  -0.18
C12 3.88 -1.70 11.26  -0.13
H16 1.36 -1.81 4.18  0.07
H17 2.76 -0.96 3.44  0.09
H18 1.11 -0.36 3.09  0.07
H19 -0.34 0.00 5.20  0.10
H20 0.62 1.12 6.25  0.11
H21 1.24 -1.76 6.30  0.11
H22 -0.22 -1.51 7.02  0.11
H23 2.34 -0.53 7.89  0.12
H24 1.19 -2.43 8.87  0.12
H25 -0.12 -1.36 9.31  0.12
H26 1.38 -1.71 11.22  0.12
H27 1.68 -0.09 10.70  0.12
H28 4.10 -0.74 11.74  0.08
H29 4.90 -1.93 10.94  0.08
H30 3.66 -2.40 12.07  0.09
C13 -1.08 0.25 -5.59  -0.09
O5 -1.98 1.33 -5.45  -0.23
C14 -2.04 2.17 -6.62  -0.20
C15 -3.30 3.03 -6.51  -0.19
N3 -3.29 3.93 -5.36  -0.08
C16 -2.28 4.98 -5.32  -0.20
C17 -2.63 6.04 -4.29  -0.19
O6 -1.70 7.15 -4.30  -0.21
C18 -1.57 7.82 -3.06  -0.12
H31 -1.08 -0.53 -4.83  0.08
H32 -0.12 0.62 -5.95  0.09
H33 -1.45 -0.33 -6.45  0.07
H34 -2.07 1.46 -7.45  0.12
H35 -1.21 2.88 -6.62  0.12
H36 -4.06 2.25 -6.42  0.12
H37 -3.38 3.47 -7.51  0.12
H38 -4.18 4.40 -5.24  0.11
H39 -2.23 5.40 -6.33  0.12
H40 -1.27 4.63 -5.08  0.12
H41 -2.66 5.63 -3.28  0.12
H42 -3.55 6.57 -4.54  0.13
H43 -0.90 8.66 -3.26  0.09
H44 -1.01 7.17 -2.38  0.08
H45 -2.45 8.10 -2.47  0.09
C19 2.27 -3.98 1.78  -0.10
O7 3.18 -3.50 0.84  -0.22
C20 4.31 -4.22 0.43  -0.22
C21 5.35 -3.26 -0.17  -0.18
N4 5.73 -2.31 0.88  -0.05
C22 6.58 -1.21 0.39  -0.23
C23 6.96 -0.29 1.55  -0.19
O8 5.84 0.08 2.35  -0.21
C24 4.84 0.89 1.80  -0.12
H46 1.31 -3.48 1.71  0.08
H47 2.63 -3.75 2.80  0.08
H48 2.26 -5.07 1.77  0.09
H49 3.97 -4.97 -0.29  0.12
H50 4.76 -4.71 1.31  0.12
H51 5.05 -2.75 -1.09  0.12
H52 6.20 -3.93 -0.30  0.12
H53 4.96 -1.86 1.36  0.09
H54 6.23 -0.70 -0.51  0.11
H55 7.49 -1.68 0.00  0.11
H56 7.45 0.64 1.25  0.12
H57 7.54 -0.87 2.26  0.12
H58 4.10 1.17 2.55  0.09
H59 4.34 0.36 0.98  0.08
H60 5.20 1.84 1.39  0.08
C25 -2.14 -2.46 3.24  -0.12
O9 -2.71 -1.22 3.55  -0.21
C26 -2.36 -0.22 2.58  -0.15
C27 -3.35 0.96 2.80  -0.19
N5 -3.11 1.64 4.07  -0.07
C28 -4.00 2.84 4.25  -0.19
C29 -5.46 2.89 3.70  -0.23
O10 -5.57 3.42 2.39  -0.20
C30 -6.24 2.53 1.44  -0.07
H61 -2.30 -3.19 4.03  0.09
H62 -1.06 -2.36 3.12  0.07
H63 -2.58 -2.87 2.33  0.08
H64 -2.60 -0.72 1.64  0.12
H65 -1.36 0.18 2.74  0.11
H66 -4.40 0.64 2.80  0.10
H67 -3.26 1.70 2.00  0.09
H68 -3.61 1.09 4.77  0.11
H69 -3.53 3.77 3.91  0.11
H70 -4.10 3.03 5.32  0.11
H71 -6.06 3.58 4.29  0.12
H72 -5.80 1.85 3.74  0.11
H73 -5.74 1.56 1.44  0.07
H74 -6.14 2.98 0.46  0.07
H75 -7.31 2.52 1.64  0.09
N6 2.52 3.71 -0.49  0.18
C31 1.47 4.10 -1.23  -0.68
N7 1.75 4.79 -2.32  0.18
O11 0.34 3.85 -0.80  -0.01
H76 2.30 3.34 0.43  0.07
H77 3.46 3.95 -0.75  0.10
H78 2.65 5.11 -2.61  0.11
H79 0.89 5.15 -2.72  0.10
N8 -2.00 2.45 -2.74  0.18
C32 -3.06 2.11 -1.95  -0.69
N9 -4.20 2.50 -2.47  0.17
O12 -2.96 1.71 -0.79  0.00
H80 -1.16 1.93 -2.51  0.08
H81 -2.23 2.62 -3.71  0.05
H82 -4.94 2.64 -1.80  0.10
H83 -4.24 2.97 -3.36  0.08
N10 -1.10 3.21 1.37  0.19
C33 -0.10 2.91 2.23  -0.67
N11 -0.61 2.87 3.47  0.17
O13 1.08 2.87 1.93  0.00
H84 -0.74 3.31 0.42  0.05
H85 -2.06 3.13 1.65  0.08
H86 -1.56 2.74 3.81  0.05
H87 0.13 2.88 4.17  0.10
O14 3.33 -0.64 -4.17  -0.06
C34 2.96 -1.43 -5.29  -0.25
C35 2.82 -2.93 -4.95  -0.23
O15 1.68 -3.11 -4.16  -0.08
H88 3.41 0.28 -4.43  0.08
H89 1.97 -1.20 -5.70  0.10
H90 3.68 -1.27 -6.10  0.11
H91 3.72 -3.29 -4.45  0.12
H92 2.69 -3.49 -5.88  0.12
H93 1.89 -2.69 -3.31  0.07
O16 1.00 -1.84 -1.12  -0.05
C36 -0.10 -0.97 -1.09  -0.27
C37 0.35 0.40 -0.68  -0.24
O17 1.17 0.38 0.48  -0.07
H94 1.30 -1.64 -0.22  0.07
H95 -0.71 -0.80 -1.99  0.11
H96 -0.88 -1.42 -0.46  0.11
H97 -0.43 1.16 -0.59  0.09
H98 1.05 0.66 -1.49  0.13
H99 1.23 1.33 0.68  0.03

Computed properties:
M = 970.26 g/mol
HOMO level = -8.2 eV
Frontier orbital gap = 8.452 eV
SMILES string = COCCNCCOC.COCCNCCOC.COCCNCCOC.COCCNCCOC.COCCNCCOC.NC(N)=O.NC(N)=O.NC(N)=O.OCCO.OCCO
LUMO level = 0.20 eV
E = -3350.27516 Eh


Record 3
Density functional theory data (the ωB97M-V functional and the def2-TZVPD basis) for 12 unconnected molecules or ions with the total composition C38H100Br4Cl4N8O8 in a non-equilibrium geometry.

Each line ends with the Löwdin charge.
Atoms and positions in Å:
C1 -0.17 -0.62 -4.22  -0.09
O1 -0.89 0.52 -4.67  -0.21
C2 -2.28 0.40 -4.58  -0.23
C3 -2.97 1.73 -4.92  -0.42
C4 -4.48 1.71 -4.90  -0.07
N1 -2.61 2.21 -6.27  0.04
H1 -0.56 -1.00 -3.27  0.07
H2 0.90 -0.47 -4.27  0.08
H3 -0.47 -1.41 -4.93  0.09
H4 -2.54 -0.45 -5.23  0.13
H5 -2.63 0.07 -3.59  0.10
H6 -2.57 2.41 -4.16  0.12
H7 -4.93 0.97 -5.56  0.08
H8 -4.80 2.72 -5.14  0.08
H9 -4.93 1.47 -3.93  0.07
H10 -1.64 1.92 -6.41  0.06
H11 -3.17 1.72 -6.96  0.07
C5 2.88 -4.03 -6.22  -0.12
O2 3.89 -4.25 -5.25  -0.19
C6 3.31 -4.66 -4.01  -0.19
C7 2.79 -3.48 -3.19  -0.43
C8 3.76 -2.31 -3.20  -0.10
N2 2.44 -3.84 -1.82  0.05
H12 3.29 -3.72 -7.18  0.09
H13 2.13 -3.29 -5.91  0.08
H14 2.34 -4.95 -6.43  0.09
H15 2.64 -5.48 -4.27  0.12
H16 4.14 -5.10 -3.45  0.13
H17 1.90 -3.14 -3.74  0.12
H18 3.38 -1.43 -2.66  0.04
H19 3.92 -1.96 -4.22  0.08
H20 4.75 -2.44 -2.76  0.03
H21 3.15 -4.42 -1.38  0.07
H22 2.33 -3.07 -1.19  0.02
C9 -3.01 3.53 -0.67  -0.10
O3 -1.88 4.18 -1.21  -0.19
C10 -0.85 3.32 -1.63  -0.21
C11 0.19 4.04 -2.49  -0.38
C12 -0.31 4.60 -3.85  -0.04
N3 1.19 3.02 -2.78  0.02
H23 -2.64 2.69 -0.07  0.08
H24 -3.64 3.10 -1.46  0.08
H25 -3.54 4.25 -0.06  0.09
H26 -0.26 3.01 -0.76  0.10
H27 -1.24 2.40 -2.08  0.12
H28 0.69 4.82 -1.91  0.14
H29 0.48 5.25 -4.22  0.07
H30 -1.21 5.20 -3.61  0.07
H31 -0.62 3.85 -4.57  0.06
H32 1.05 2.47 -3.62  0.07
H33 2.02 3.56 -3.01  0.03
C13 -0.19 6.84 2.99  -0.09
O4 -0.11 5.43 2.80  -0.20
C14 1.16 4.84 3.01  -0.22
C15 1.00 3.35 3.23  -0.40
C16 0.26 2.62 2.10  -0.04
N4 0.27 3.16 4.52  0.03
H34 -1.10 7.05 2.43  0.09
H35 0.69 7.35 2.59  0.08
H36 -0.32 7.12 4.04  0.09
H37 1.80 5.00 2.13  0.12
H38 1.73 5.25 3.85  0.13
H39 1.98 2.86 3.35  0.12
H40 1.05 2.46 1.36  0.05
H41 -0.47 3.28 1.64  0.07
H42 -0.18 1.68 2.42  0.07
H43 -0.38 3.95 4.52  0.06
H44 -0.36 2.37 4.47  0.06
C17 4.17 7.85 0.17  -0.10
O5 4.23 6.42 0.20  -0.20
C18 4.46 5.85 -1.08  -0.22
C19 4.29 4.34 -1.02  -0.41
C20 5.48 3.53 -0.51  -0.04
N5 3.91 3.86 -2.37  0.03
H45 4.54 8.11 1.17  0.09
H46 3.14 8.16 0.07  0.09
H47 4.86 8.35 -0.51  0.09
H48 3.74 6.30 -1.76  0.12
H49 5.45 6.12 -1.50  0.13
H50 3.42 4.27 -0.35  0.14
H51 5.15 2.52 -0.28  0.05
H52 5.91 3.89 0.43  0.08
H53 6.25 3.68 -1.27  0.08
H54 4.73 3.64 -2.93  0.08
H55 3.54 2.94 -2.16  0.04
C21 -7.82 -0.66 -2.88  -0.12
O6 -7.96 -1.18 -1.58  -0.19
C22 -7.11 -0.58 -0.62  -0.20
C23 -6.52 -1.66 0.30  -0.46
C24 -7.57 -2.31 1.21  -0.06
N6 -5.37 -1.28 1.09  0.03
H56 -8.73 -0.94 -3.43  0.09
H57 -7.03 -1.17 -3.45  0.09
H58 -7.75 0.43 -2.90  0.09
H59 -6.30 -0.10 -1.19  0.11
H60 -7.62 0.16 0.01  0.13
H61 -6.22 -2.41 -0.45  0.12
H62 -8.23 -2.95 0.64  0.08
H63 -8.20 -1.51 1.63  0.08
H64 -7.14 -2.80 2.08  0.07
H65 -5.56 -0.42 1.61  0.08
H66 -4.50 -1.13 0.61  -0.03
C25 2.41 0.99 -0.44  -0.13
O7 1.14 0.54 -0.02  -0.20
C26 1.03 -0.85 0.17  -0.21
C27 0.10 -1.13 1.34  -0.40
C28 0.18 -2.61 1.75  -0.07
N7 -1.30 -0.78 1.03  0.03
H67 2.98 1.16 0.49  0.06
H68 2.21 1.98 -0.86  0.05
H69 2.98 0.36 -1.13  0.06
H70 0.67 -1.34 -0.74  0.13
H71 1.99 -1.25 0.51  0.07
H72 0.45 -0.67 2.27  0.12
H73 1.20 -2.97 1.71  0.04
H74 -0.38 -3.22 1.03  0.06
H75 -0.31 -2.87 2.69  0.05
H76 -1.37 -0.52 0.05  0.00
H77 -1.76 -1.68 0.94  -0.02
C29 4.26 -3.02 7.72  -0.11
O8 3.14 -2.78 6.91  -0.22
C30 1.95 -2.49 7.61  -0.23
C31 0.75 -2.29 6.67  -0.39
C32 0.56 -3.55 5.84  -0.07
N8 1.09 -1.13 5.76  0.06
H78 5.13 -2.83 7.10  0.08
H79 4.29 -4.07 8.04  0.09
H80 4.36 -2.40 8.62  0.09
H81 1.65 -3.33 8.25  0.13
H82 2.11 -1.61 8.24  0.13
H83 -0.11 -2.07 7.31  0.13
H84 1.40 -3.76 5.19  0.06
H85 -0.25 -3.37 5.12  0.06
H86 0.24 -4.40 6.44  0.08
H87 2.01 -0.83 6.04  0.05
H88 1.15 -1.56 4.85  0.03
Br1 -6.33 -7.68 2.66  0.63
C33 -5.04 -6.24 2.63  -0.74
C34 -3.65 -6.78 2.94  -0.70
Br2 -2.32 -5.34 2.77  0.65
H89 -5.38 -5.46 3.30  0.06
H90 -5.15 -5.88 1.61  0.00
H91 -3.38 -7.59 2.27  0.03
H92 -3.64 -7.17 3.95  0.05
Br3 -3.48 -6.74 -0.71  0.67
C35 -3.67 -4.98 -1.60  -0.61
C36 -2.97 -4.02 -0.68  -0.71
Br4 -3.06 -2.15 -1.22  0.78
H93 -4.73 -4.75 -1.76  0.06
H94 -3.28 -5.13 -2.61  0.06
H95 -1.97 -4.37 -0.46  0.04
H96 -3.45 -4.02 0.30  0.01
Cl1 6.68 -0.50 -1.70  0.53
C37 6.04 -0.68 -0.06  -0.95
Cl2 4.61 -1.76 -0.04  0.55
H97 6.83 -1.12 0.55  0.03
H98 5.73 0.30 0.30  -0.01
Cl3 3.62 -2.84 3.26  0.53
C38 4.60 -1.45 3.81  -0.97
Cl4 4.16 0.06 3.01  0.53
H99 4.43 -1.29 4.87  0.01
H100 5.66 -1.61 3.62  0.03

Computed properties:
Relative energy (zero: lowest compared OMol25 entry of this formula, charge and spin) = 0.0 kcal per mole
M = 1258.69 g/mol
HOMO level = -8.5 eV
Frontier orbital gap = 8.837 eV
SMILES string = COC[C@H](C)N.COC[C@H](C)N.COC[C@H](C)N.COC[C@H](C)N.COC[C@H](C)N.COC[C@H](C)N.COC[C@H](C)N.COC[C@H](C)N.BrCCBr.BrCCBr.ClCCl.ClCCl
LUMO level = 0.29 eV
E = -14684.38394 Eh